1.
Computed, not measured: 2 unconnected molecules or ions with the total composition C9H14 in a non-equilibrium geometry, with ωB97M-V/def2-TZVPD.

Structure (XYZ):
```
23
Properties=species:S:1:pos:R:3
C 0.776 1.068 -2.747
C -2.535 -0.533 -1.817
C -1.396 0.063 -2.507
C -2.622 -0.381 -0.464
C -0.329 0.714 -1.941
C -1.521 0.242 0.168
C -0.391 0.652 -0.500
H -3.193 -1.198 -2.427
H -1.239 -0.085 -3.559
H -3.329 -0.778 0.073
H -1.365 0.165 1.142
H 1.629 0.617 -2.234
H 1.107 2.075 -2.671
H 0.385 1.114 -0.045
H 0.836 0.674 -3.794
C 1.875 -1.223 2.675
C 1.362 0.235 3.001
H 1.190 -1.865 2.134
H 2.820 -1.285 2.231
H 1.857 -1.755 3.624
H 1.396 0.843 2.281
H 0.561 0.076 3.544
H 2.127 0.562 3.834
```

Output
SMILES	Cc1ccccc1.CC
spin multiplicity	1
gap between HOMO and LUMO	9.928	eV
LUMO energy	0.954	eV
max |F|	9.99	eV/A

Charge distribution, natural (NBO) scheme, values in e:
1 C -0.6422
2 C -0.1982
3 C -0.2059
4 C -0.2046
5 C -0.0244
6 C -0.2035
7 C -0.1931
8 H 0.2160
9 H 0.1927
10 H 0.1969
11 H 0.1986
12 H 0.2241
13 H 0.2277
14 H 0.1904
15 H 0.2254
16 C -0.6047
17 C -0.5609
18 H 0.1993
19 H 0.1998
20 H 0.1974
21 H 0.1854
22 H 0.1998
23 H 0.1843

2.
Computed, not measured: a molecular structure, C11H10BN3 in a non-equilibrium geometry, with ωB97M-V/def2-TZVPD.

Structure (XYZ):
```
25
Properties=species:S:1:pos:R:3
N 2.368 -2.443 -0.017
B -0.022 0.080 -0.149
C 2.087 -3.709 -0.388
C 1.308 -1.676 -0.025
C 0.976 -4.095 -1.167
C -1.413 3.877 1.266
C -0.748 3.911 -0.021
C -1.624 2.675 1.957
C -0.411 2.711 -0.651
C -1.196 1.490 1.408
C 0.010 -3.200 -1.471
C -0.478 1.575 0.175
C 0.148 -1.936 -0.888
N 1.146 -0.466 0.529
N -0.723 -0.850 -1.000
H 2.839 -4.453 -0.163
H 1.037 -5.077 -1.614
H -1.787 4.863 1.751
H -0.365 4.918 -0.328
H -1.965 2.701 2.994
H 0.263 2.745 -1.465
H -1.186 0.694 2.096
H -0.664 -3.404 -2.202
H 1.837 -0.113 1.162
H -1.437 -0.817 -1.789
```

Output
spin multiplicity	1
gap between HOMO and LUMO	8.351	eV
LUMO energy	0.527	eV
max |F|	3.52	eV/A

Charge distribution, natural (NBO) scheme, values in e:
1 N -0.4454
2 B 0.8733
3 C 0.0155
4 C 0.3479
5 C -0.2816
6 C -0.2265
7 C -0.1916
8 C -0.2044
9 C -0.2231
10 C -0.2159
11 C -0.2217
12 C -0.2891
13 C 0.0876
14 N -0.7801
15 N -0.7996
16 H 0.1888
17 H 0.2170
18 H 0.2154
19 H 0.2172
20 H 0.2105
21 H 0.2144
22 H 0.2147
23 H 0.2069
24 H 0.4298
25 H 0.4398

3.
Computed, not measured: a molecular structure, C44H30N4ORh in a non-equilibrium geometry, with ωB97M-V/def2-TZVPD.

Structure (XYZ):
```
80
Properties=species:S:1:pos:R:3
Rh -0.072 0.027 -0.246
C -0.173 6.426 -4.399
C -1.256 5.652 -4.018
C -1.063 4.540 -3.224
C 0.223 4.161 -2.837
C 1.308 4.935 -3.232
C 1.104 6.069 -4.000
C 0.341 2.948 -2.013
C -0.295 3.002 -0.747
C -0.732 4.205 -0.151
C -1.301 3.861 1.054
C -1.211 2.452 1.159
N -0.560 1.937 0.074
C -1.756 1.709 2.238
C -1.612 0.335 2.389
C -2.254 -0.433 3.429
C -2.018 -1.735 3.160
C -1.201 -1.780 1.972
C -0.767 -2.945 1.350
C -1.224 -4.260 1.817
C -1.073 -4.694 3.134
C -1.525 -5.946 3.510
C -2.129 -6.785 2.587
C -2.285 -6.364 1.275
C -1.831 -5.118 0.893
C 0.077 -2.950 0.202
N 0.434 -1.871 -0.558
C 1.210 -2.362 -1.576
C 1.734 -1.631 -2.674
C 2.327 -2.425 -3.756
C 3.627 -2.221 -4.216
C 4.140 -3.010 -5.230
C 3.365 -4.006 -5.803
C 2.067 -4.207 -5.363
C 1.555 -3.434 -4.342
C 1.593 -0.258 -2.812
C 2.030 0.484 -3.971
C 1.625 1.757 -3.796
C 0.944 1.811 -2.526
N 0.939 0.572 -1.948
C 1.402 -3.752 -1.414
C 0.685 -4.123 -0.301
N -0.975 -0.508 1.521
C -2.635 2.449 3.153
C -3.757 3.080 2.610
C -4.633 3.776 3.420
C -4.382 3.876 4.779
C -3.263 3.264 5.325
C -2.397 2.542 4.521
H -0.326 7.313 -4.993
H -2.253 5.920 -4.328
H -1.903 3.939 -2.907
H 2.301 4.669 -2.903
H 1.945 6.681 -4.280
H -0.620 5.190 -0.561
H -1.717 4.519 1.789
H -2.834 -0.022 4.230
H -2.372 -2.588 3.703
H -0.558 -4.064 3.845
H -1.409 -6.268 4.534
H -2.469 -7.765 2.885
H -2.768 -7.002 0.550
H -1.960 -4.783 -0.128
H 4.247 -1.476 -3.736
H 5.151 -2.850 -5.572
H 3.777 -4.635 -6.576
H 1.453 -4.974 -5.812
H 0.545 -3.595 -3.988
H 2.544 0.062 -4.811
H 1.743 2.585 -4.464
H 2.006 -4.377 -2.037
H 0.610 -5.099 0.131
H -3.946 2.987 1.551
H -5.511 4.236 2.989
H -5.061 4.425 5.414
H -3.063 3.349 6.382
H -1.517 2.075 4.941
O -2.038 -0.517 -1.487
H -2.341 -1.419 -1.330
H -2.808 0.058 -1.440
```

Output
spin multiplicity	1
net charge	+1
gap between HOMO and LUMO (alpha / beta)	4.593 / 4.613	eV
LUMO energy (alpha / beta)	-5.231 / -5.207	eV
max |F|	2.70	eV/A

Charge distribution, Mulliken scheme, values in e:
1 Rh 1.2322
2 C -0.3999
3 C -0.9509
4 C 0.0351
5 C -0.5809
6 C -0.0942
7 C -0.8077
8 C 1.7958
9 C 0.1472
10 C -1.1817
11 C -1.4083
12 C 0.3437
13 N -0.1339
14 C 1.7494
15 C 0.0272
16 C -1.2075
17 C -1.3946
18 C 0.0439
19 C 1.8445
20 C -0.1216
21 C -0.4780
22 C -0.7779
23 C -0.4785
24 C -0.8712
25 C -0.1785
26 C 0.1012
27 N 0.0111
28 C 0.4172
29 C 1.6857
30 C -0.1046
31 C -0.3724
32 C -0.7463
33 C -0.4772
34 C -0.8831
35 C -0.2354
36 C 0.1342
37 C -1.3278
38 C -1.3316
39 C 0.1317
40 N -0.3749
41 C -1.4604
42 C -1.2968
43 N -0.3526
44 C -0.2606
45 C -0.1325
46 C -0.9409
47 C -0.4496
48 C -0.7540
49 C -0.2382
50 H 0.4122
51 H 0.4074
52 H 0.4708
53 H 0.5141
54 H 0.4043
55 H 0.5750
56 H 0.6165
57 H 0.5812
58 H 0.6372
59 H 0.6204
60 H 0.3942
61 H 0.4122
62 H 0.4154
63 H 0.4461
64 H 0.5458
65 H 0.4005
66 H 0.4148
67 H 0.4044
68 H 0.5140
69 H 0.5790
70 H 0.5654
71 H 0.6536
72 H 0.6340
73 H 0.4818
74 H 0.4116
75 H 0.4084
76 H 0.3996
77 H 0.5255
78 O -0.3309
79 H 0.2885
80 H 0.3008